DFT (wB97M-V/def2-TZVPD) results for a molecular structure, C4H4S2 at a distorted geometry.

Geometry as XYZ:
```
10
Properties=species:S:1:pos:R:3:nbo_charge:R:1
C -2.0866 1.8260 -0.1887 -0.38
C -0.8744 1.3700 0.2140 -0.25
C -0.2904 -0.1343 0.0481 -0.12
C 1.0833 -0.5203 0.1010 -0.44
H -2.0519 2.8282 0.1909 0.22
H -3.0649 1.2414 -0.6656 0.26
H 0.0978 1.9889 0.9461 0.24
H 0.9417 -1.6213 0.4170 0.23
S -1.3202 -1.5362 -0.0114 0.05
S 2.3880 0.3059 -0.1096 0.18
```

Values from the calculation:
**ΔE to the lowest compared entry with this formula, charge and spin**: 4.1095 eV
**Net charge**: 0
**Lowest unoccupied orbital energy**: -2.173 eV
**Spin multiplicity**: 1
**HOMO**: -9.166 eV

DFT (wB97M-V/def2-TZVPD) results for a molecular structure, C27H33BiO2 at a distorted geometry.

Geometry as XYZ:
```
63
Properties=species:S:1:pos:R:3:nbo_charge:R:1
O 0.3263 -0.0163 -5.3990 -0.56
C 0.1210 1.3062 -6.0589 -0.06
C -0.0453 0.6968 -7.4427 -0.47
H 0.9948 1.9612 -5.9576 0.19
H -0.7857 1.8139 -5.7118 0.18
C 0.1284 -0.6461 -6.6941 0.28
H 0.7496 0.9141 -8.1582 0.21
H -1.0299 0.8162 -7.8975 0.21
C 1.3722 -1.4100 -7.1227 -0.63
H 2.2508 -0.7482 -7.0666 0.22
H 1.2482 -1.7821 -8.1531 0.21
H 1.4946 -2.2770 -6.4564 0.22
C -1.1215 -1.5223 -6.7681 -0.63
H -2.0270 -0.9678 -6.4670 0.21
H -0.9931 -2.4142 -6.1363 0.22
H -1.2516 -1.8696 -7.8078 0.22
Bi 0.2757 0.3348 1.7075 1.71
C -2.6007 -0.9800 3.2135 -0.30
C -2.1672 0.3523 3.4015 -0.32
C -2.2451 1.0294 2.1289 -0.46
H -1.8910 0.8230 4.3458 0.22
C -2.7516 0.0657 1.1697 -0.35
C -2.9686 -1.1479 1.8515 -0.28
H -3.4115 -2.0475 1.4297 0.22
H -2.6836 -1.7350 3.9932 0.22
H -2.1693 2.1033 1.9748 0.23
H -3.0243 0.2992 0.1366 0.21
C 0.9711 -2.2154 3.4996 -0.32
C 0.2453 -3.0943 2.6707 -0.28
C 0.7187 -2.9691 1.3385 -0.32
H -0.5159 -3.7955 3.0081 0.22
C 1.7335 -1.9710 1.3135 -0.39
C 1.9211 -1.5197 2.6820 -0.40
H 2.7312 -0.8856 3.0409 0.24
H 0.8913 -2.1231 4.5816 0.22
H 0.4219 -3.5915 0.4943 0.22
H 2.3688 -1.6993 0.4718 0.23
O 0.7430 0.6028 -1.2735 -0.56
C -0.1791 -0.3184 -1.8833 -0.08
C -0.8611 0.4247 -3.0370 -0.44
H -0.9214 -0.7179 -1.1608 0.19
H 0.4073 -1.1797 -2.2386 0.19
C 0.0422 1.6293 -3.2289 -0.44
H -1.8622 0.7431 -2.7241 0.19
H -0.9154 -0.2004 -3.9240 0.26
C 0.4532 1.9212 -1.8145 -0.07
H -0.4217 2.4595 -3.7553 0.21
H 0.9441 1.3022 -3.7580 0.22
H -0.3938 2.3879 -1.2811 0.16
H 1.3295 2.5709 -1.7200 0.20
C 1.0730 1.3603 3.4341 -0.65
C 0.9898 1.4226 4.6673 0.13
C 1.0749 1.5445 6.0682 -0.19
C 0.1194 2.2662 6.8141 -0.17
C 0.1241 2.1692 8.2055 -0.21
C 1.1545 1.4746 8.8612 -0.20
C 2.0984 0.7495 8.1152 -0.21
C 2.1005 0.8405 6.7267 -0.17
H -0.6215 2.8709 6.2874 0.22
H -0.6786 2.6349 8.7812 0.22
H 1.2249 1.4980 9.9514 0.22
H 2.8310 0.1088 8.6096 0.22
H 2.8634 0.3472 6.1214 0.22
```

Values from the calculation:
**Net charge**: 0
**Lowest unoccupied orbital energy (alpha / beta)**: -1.267 / -1.267 eV
**Spin multiplicity**: 1
**HOMO (alpha / beta)**: -7.213 / -7.213 eV

DFT (wB97M-V/def2-TZVPD) results for a molecular structure, C23H17Cl2I2N4NiO6SSe at a distorted geometry.

Geometry as XYZ:
```
57
Properties=species:S:1:pos:R:3:nbo_charge:R:1
Ni 0.1809 -0.6916 0.2943 1.54
I -0.0411 3.5704 -2.2700 0.11
C 1.6798 2.6630 -1.4780 -0.24
C 2.8811 3.3375 -1.3845 -0.23
C 3.9823 2.7102 -0.8471 -0.18
I 5.7911 3.8143 -0.7421 0.07
C 3.9136 1.3991 -0.3475 -0.15
C 4.9587 0.6893 0.2761 -0.14
C 4.7344 -0.5771 0.7485 -0.27
C 3.4551 -1.1364 0.6292 0.05
N 2.4544 -0.4984 0.0691 -0.49
C 2.6630 0.7266 -0.4386 0.18
C 1.5106 1.3351 -1.0672 0.35
O 0.4399 0.6845 -1.2329 -0.77
H 2.9497 4.3593 -1.7284 0.23
H 5.9310 1.1499 0.3852 0.22
H 5.5250 -1.1394 1.2244 0.21
H 3.2595 -2.1328 0.9992 0.19
Cl 1.1834 0.0715 5.2042 -0.04
C 0.1555 -0.7156 4.0113 -0.39
Cl 1.1124 -1.5557 2.7780 -0.01
H -0.4430 0.0524 3.5171 0.27
H -0.4622 -1.4491 4.5306 0.21
O -1.6498 1.9646 1.6704 -0.68
C -0.4275 1.9428 1.6254 0.77
O 0.3269 0.9294 1.4578 -0.89
C 0.3561 3.2272 1.8343 -0.07
C -0.2993 4.4444 1.7220 -0.19
C 0.3993 5.6206 1.9219 -0.23
C 1.7479 5.5819 2.2369 -0.22
C 2.4072 4.3671 2.3357 -0.22
C 1.7138 3.1895 2.1236 -0.22
H -1.3480 4.4300 1.4705 0.23
H -0.1011 6.5730 1.8244 0.20
H 2.2874 6.5042 2.4043 0.20
H 3.4596 4.3427 2.5846 0.20
H 2.2064 2.2287 2.1825 0.23
Se -2.5673 -2.8215 2.5668 1.27
N -3.7926 -3.0852 1.3731 -0.67
C -3.5069 -2.3143 0.3110 0.04
C -4.1671 -2.2299 -0.9194 -0.13
C -3.6264 -1.3928 -1.8706 -0.27
C -2.4433 -0.6822 -1.6164 0.10
N -1.8237 -0.7232 -0.4588 -0.49
C -2.3517 -1.4934 0.4932 0.28
N -1.7694 -1.5733 1.6914 -0.74
H -5.0507 -2.8225 -1.1041 0.22
H -4.1026 -1.2827 -2.8335 0.22
H -1.9881 -0.0672 -2.3810 0.22
C 1.4268 -4.9118 0.4960 -0.88
S -0.1356 -3.9960 0.4195 2.43
O -0.6702 -4.1350 1.7842 -1.05
O -0.9846 -4.5789 -0.5892 -0.98
O 0.3204 -2.6520 0.0720 -1.10
H 1.2378 -5.9743 0.4801 0.23
H 1.8884 -4.6142 1.4286 0.23
H 2.0176 -4.5932 -0.3528 0.23
```

Values from the calculation:
**Net charge**: -1
**Lowest unoccupied orbital energy (alpha / beta)**: 1.428 / 1.412 eV
**Expectation value of S²**: 2.004
**Spin multiplicity**: 3
**HOMO (alpha / beta)**: -4.771 / -4.760 eV

DFT (wB97M-V/def2-TZVPD) results for a single C6H11NO2 molecule at a distorted geometry.

Geometry as XYZ:
```
20
Properties=species:S:1:pos:R:3:nbo_charge:R:1
C 1.5799 0.0492 -1.3392 -0.60
C 1.1570 0.2675 0.1294 0.19
C 1.6955 -0.8180 1.0280 -0.63
O 1.7232 1.5247 0.6397 -0.69
C -0.3550 0.1524 0.0600 0.53
N -1.0656 1.0698 -0.4437 -0.46
C -2.4857 0.8329 -0.2174 -0.26
C -2.4337 -0.5418 0.4813 -0.09
O -1.0789 -0.8801 0.6391 -0.51
H 2.6578 -0.2286 -1.4447 0.20
H 1.4573 0.9055 -1.8025 0.21
H 1.1036 -0.7860 -1.8223 0.23
H 2.7819 -1.0380 0.7233 0.21
H 1.1675 -1.7784 0.8735 0.22
H 1.6304 -0.8519 2.0973 0.24
H 2.3883 1.8068 -0.0794 0.47
H -3.0310 0.6454 -1.2040 0.20
H -2.8861 1.5615 0.3646 0.20
H -3.0441 -0.5324 1.4772 0.19
H -2.9623 -1.3604 -0.1601 0.18
```

Values from the calculation:
**ΔE to the lowest compared entry with this formula, charge and spin**: 2.7818 eV
**SMILES**: CC(C)(O)C1=NCCO1
**Net charge**: 0
**Lowest unoccupied orbital energy**: 0.881 eV
**Spin multiplicity**: 1
**HOMO**: -9.393 eV

DFT (wB97M-V/def2-TZVPD) results for a single C6H8 molecule at a distorted geometry.

Geometry as XYZ:
```
14
Properties=species:S:1:pos:R:3:nbo_charge:R:1
C -0.6231 -2.4442 -0.9033 -0.27
C -0.8026 -1.3920 -0.3409 0.00
C -1.0383 -0.1225 0.2941 -0.38
C -0.6347 1.2334 -0.4297 -0.36
C 0.1245 0.7331 0.7253 -0.20
C 1.5253 0.2808 0.3720 -0.60
H -0.4812 -3.3584 -1.4362 0.24
H -2.0253 0.2877 0.1863 0.28
H -0.3064 1.1172 -1.4472 0.22
H -1.3063 2.0730 -0.2225 0.21
H 0.0470 1.2792 1.6600 0.22
H 1.5367 -0.2625 -0.5790 0.22
H 1.9755 -0.3529 1.1375 0.21
H 2.1426 1.1789 0.2511 0.22
```

Values from the calculation:
**ΔE to the lowest compared entry with this formula, charge and spin**: 2.9029 eV
**SMILES**: C#C[C@@H]1C[C@@H]1C
**Net charge**: 0
**Lowest unoccupied orbital energy**: 1.117 eV
**Spin multiplicity**: 1
**HOMO**: -8.708 eV

Question: What is the net charge in the third record?
Answer: -1

Question: Number 1 is which compound?
Answer: C4H4S2

Question: Which value of spin multiplicity does entry 1 give?
Answer: 1